1.
Formula: C61H61BN8O7STeW
Source: OMol25
Level of theory: ωB97M-V/def2-TZVPD

The total energy comes out at -4083.68335 hartree. For the energy relative to the best compared isomer or geometry (same formula, charge and spin), the calculation gives 38.2 kcal/mol. Its total charge is +1. As for the spin multiplicity: 2. For the strongest force on any atom, the calculation gives 0.0606 Eh/bohr.

```
141
Properties=species:S:1:pos:R:3:forces:R:3:mulliken_spin:R:1
W -0.195 -1.167 -0.340 -0.6 -0.5 2.8 0.12
O -0.588 1.857 -7.384 0.2 0.2 0.7 0.00
N -0.272 2.199 -6.250 0.0 1.6 -2.1 0.00
O 0.072 3.344 -5.971 -0.2 -0.7 -0.1 0.00
C -0.302 1.216 -5.235 -0.7 -3.0 0.6 0.01
C -0.728 -0.060 -5.613 0.6 2.3 -0.4 -0.01
C -0.798 -1.122 -4.716 0.1 -1.2 1.8 0.00
C -1.167 -2.444 -5.062 0.2 0.4 0.6 0.02
C -1.199 -3.395 -4.060 0.0 0.3 -0.6 0.00
C -0.887 -3.079 -2.748 0.5 1.3 0.8 0.03
N -0.511 -1.818 -2.343 -0.6 -0.8 -2.2 -0.02
C -0.460 -0.875 -3.353 -0.3 -0.9 -0.2 0.01
C 0.026 0.388 -2.975 0.4 0.8 0.8 0.02
N 0.431 0.457 -1.658 -0.2 1.8 -1.7 -0.03
C 1.014 1.631 -1.273 -0.6 -1.9 0.4 0.05
C 1.097 2.731 -2.084 -0.3 0.2 -1.3 0.01
C 0.614 2.691 -3.392 0.3 0.1 1.0 0.01
C 0.113 1.480 -3.893 0.1 -0.2 0.8 0.00
H -1.000 -0.217 -6.644 0.0 0.0 -0.1 0.00
H -1.398 -2.692 -6.085 -0.1 0.0 -0.2 0.00
H -1.478 -4.411 -4.281 0.0 -0.1 0.0 0.00
H -0.920 -3.857 -1.995 0.0 0.2 0.1 0.00
H 1.421 1.648 -0.268 -0.2 0.1 -0.2 0.04
H 1.557 3.629 -1.705 0.0 0.1 0.1 0.00
H 0.652 3.576 -4.002 0.0 -0.1 0.0 0.00
B 0.453 -4.118 1.941 -0.4 0.1 -0.1 0.01
N 0.021 -2.772 2.567 0.4 0.2 -0.2 -0.01
C -0.452 -2.759 3.813 -0.1 0.4 0.0 -0.01
C -1.293 -1.672 3.969 0.1 -0.2 -0.2 0.00
C -1.276 -1.046 2.736 0.0 -0.3 -0.2 0.01
N -0.444 -1.701 1.890 -0.4 0.5 0.0 0.03
N 1.185 -3.989 0.587 0.1 0.2 -0.2 -0.03
C 1.862 -5.034 0.118 0.1 0.2 -0.3 0.00
C 2.222 -4.784 -1.195 -0.1 0.1 0.0 0.00
C 1.709 -3.529 -1.455 -0.1 -0.2 0.5 0.00
N 1.080 -3.035 -0.361 0.1 -0.5 -0.8 0.02
H 1.190 -4.651 2.704 0.2 -0.2 0.2 0.00
H -0.549 -4.736 1.734 -0.2 -0.2 0.0 0.00
H -0.190 -3.527 4.509 0.1 -0.3 0.1 0.00
H -1.850 -1.393 4.836 -0.1 0.1 0.2 0.00
H -1.845 -0.192 2.414 0.1 0.0 0.0 -0.01
H 2.032 -5.893 0.733 0.0 -0.1 0.2 0.00
H 2.760 -5.426 -1.859 0.2 -0.2 -0.2 0.00
H 1.756 -2.988 -2.382 -0.1 0.1 0.0 0.00
O -2.771 -0.782 -0.814 -1.7 -0.4 -0.1 0.01
C -3.666 -1.868 -0.485 0.5 0.1 -0.1 -0.03
C -2.706 -3.077 -0.292 -1.0 0.7 -0.2 0.02
O -3.082 -4.220 -0.305 0.2 0.2 0.0 0.00
O -1.479 -2.685 -0.104 0.8 -0.2 -0.4 0.04
C -4.595 -2.093 -1.664 0.0 0.0 0.1 0.00
C -4.112 -1.834 -2.941 0.0 0.0 0.0 0.01
C -4.922 -1.995 -4.048 0.0 0.0 0.0 0.00
C -6.231 -2.417 -3.885 -0.1 0.0 -0.1 0.00
C -6.720 -2.665 -2.615 -0.1 -0.1 0.0 0.00
C -5.908 -2.507 -1.504 0.1 0.0 -0.1 0.00
C -4.405 -1.546 0.804 0.0 -0.1 0.0 0.00
C -5.277 -0.459 0.803 0.1 -0.1 0.1 0.00
C -5.996 -0.137 1.940 0.0 0.1 -0.1 0.00
C -5.842 -0.889 3.093 0.0 -0.1 0.1 0.00
C -4.966 -1.960 3.106 0.0 0.0 0.0 0.00
C -4.243 -2.287 1.969 -0.1 0.0 -0.2 0.00
H -3.319 0.025 -0.875 0.4 -0.4 0.1 -0.01
H -3.095 -1.494 -3.066 0.0 0.1 0.0 0.00
H -4.521 -1.776 -5.025 0.0 0.0 -0.2 0.00
H -6.867 -2.544 -4.747 -0.1 0.0 -0.1 0.00
H -7.744 -2.975 -2.478 -0.1 -0.1 0.0 0.00
H -6.301 -2.696 -0.518 0.0 -0.1 0.1 0.00
H -5.419 0.120 -0.100 -0.1 0.1 -0.1 0.00
H -6.689 0.689 1.917 -0.1 0.1 0.0 0.00
H -6.408 -0.644 3.977 -0.1 0.0 0.1 0.00
H -4.851 -2.558 3.997 0.0 0.0 0.1 0.00
H -3.573 -3.134 1.989 0.0 -0.1 0.0 0.00
C 5.652 -1.492 5.984 0.0 0.0 0.0 0.00
C 4.528 -0.983 5.135 -0.1 0.0 -0.1 0.00
C 3.696 0.047 5.549 0.0 -0.1 0.0 0.01
C 2.668 0.533 4.751 0.0 0.0 -0.1 -0.02
C 1.806 1.634 5.286 0.0 0.0 0.0 0.03
C 2.466 -0.013 3.477 -0.2 0.1 -0.1 0.05
Te 0.859 0.942 2.265 1.9 0.6 2.0 0.37
N -0.933 0.449 0.394 0.4 -1.6 -1.4 0.27
C -1.283 1.701 0.424 0.0 1.2 0.2 0.04
O -0.646 2.561 1.073 -0.3 0.1 -0.4 0.05
C -2.524 2.189 -0.271 0.0 -0.1 0.1 0.02
C -3.367 3.028 0.451 0.0 0.0 -0.1 0.00
C -4.502 3.550 -0.144 0.0 0.0 0.1 0.00
C -4.787 3.263 -1.470 0.0 0.0 0.0 0.00
C -3.937 2.448 -2.199 0.0 0.0 -0.1 0.00
C -2.811 1.902 -1.604 0.2 0.3 0.1 -0.01
C 1.920 2.833 2.099 -0.1 0.0 -0.1 0.07
C 1.269 4.020 2.462 0.0 -0.3 0.0 0.00
C 0.031 4.055 3.306 -0.1 -0.2 0.0 -0.01
C 1.787 5.236 2.031 0.2 -0.1 -0.1 0.00
C 2.915 5.314 1.230 -0.1 -0.2 0.1 0.01
C 3.354 6.614 0.641 0.1 0.0 0.0 0.00
C 3.610 4.137 0.972 -0.1 0.1 0.1 0.00
C 3.139 2.914 1.416 -0.1 -0.3 0.0 -0.10
C 3.953 1.680 1.184 0.0 0.1 0.0 0.00
C 3.256 -1.088 3.080 0.0 -0.2 -0.4 -0.08
C 3.055 -1.801 1.781 -0.5 0.3 0.0 -0.02
C 4.278 -1.554 3.897 -0.2 0.3 0.2 0.01
H 5.761 -0.895 6.886 0.1 0.0 0.1 0.00
H 6.587 -1.463 5.425 0.1 0.0 0.1 0.00
H 5.468 -2.528 6.268 0.0 0.0 0.1 0.00
H 3.847 0.487 6.525 0.0 0.1 0.1 0.00
H 1.969 1.754 6.353 -0.1 0.1 0.1 0.00
H 0.752 1.411 5.111 -0.1 0.1 0.1 -0.01
H 2.040 2.572 4.785 0.0 0.2 0.0 -0.01
H -3.109 3.284 1.468 0.0 0.0 0.1 0.00
H -5.157 4.192 0.427 -0.1 0.1 0.0 0.00
H -5.661 3.686 -1.941 -0.1 0.0 0.0 0.00
H -4.142 2.248 -3.239 -0.1 -0.1 -0.1 0.00
H -2.140 1.287 -2.189 -0.1 0.0 0.1 0.01
H -0.307 3.043 3.545 -0.1 0.3 0.1 0.00
H -0.759 4.572 2.763 -0.1 -0.1 0.1 0.00
H 0.226 4.602 4.229 0.0 0.0 0.1 0.00
H 1.275 6.144 2.318 -0.1 0.1 0.0 0.00
H 2.813 7.443 1.087 0.0 0.1 0.0 0.00
H 3.162 6.615 -0.433 0.0 0.1 -0.1 0.00
H 4.421 6.766 0.784 0.1 0.1 0.0 0.00
H 4.533 4.178 0.409 0.1 0.0 -0.1 0.00
H 4.806 1.915 0.554 0.1 0.0 -0.1 0.00
H 3.345 0.897 0.720 0.2 -0.1 0.0 0.03
H 4.323 1.304 2.139 0.0 -0.1 -0.1 0.00
H 2.180 -1.395 1.246 0.7 -0.3 0.3 0.06
H 2.895 -2.860 1.967 0.0 -0.1 0.0 0.00
H 3.936 -1.711 1.145 0.0 0.1 -0.1 0.00
H 4.887 -2.379 3.555 0.1 -0.1 -0.1 0.00
O 2.415 -0.799 -0.925 0.9 0.4 -0.2 -0.06
S 3.586 -1.259 -1.772 0.0 0.5 0.0 0.00
C 4.892 0.026 -1.667 -0.4 -0.2 0.0 0.00
C 4.282 1.235 -2.344 0.0 0.1 -0.1 0.00
C 3.750 0.730 -3.685 0.0 0.2 0.1 0.00
C 3.199 -0.686 -3.481 0.2 -0.2 0.2 0.01
H 5.722 -0.378 -2.247 0.1 -0.1 0.0 0.00
H 5.208 0.184 -0.640 -0.1 -0.2 0.1 0.00
H 5.009 2.035 -2.488 0.0 0.0 0.1 0.00
H 3.465 1.615 -1.728 0.2 0.1 0.0 0.00
H 4.559 0.704 -4.416 0.0 0.0 0.0 0.00
H 2.977 1.397 -4.067 0.1 0.0 -0.1 0.00
H 3.660 -1.405 -4.155 -0.1 -0.1 -0.1 0.00
H 2.116 -0.740 -3.585 0.1 -0.2 0.1 0.00
```
Forces are in eV/Å.

---

2.
Formula: C61H66AsN6NiP2
Source: OMol25
Level of theory: ωB97M-V/def2-TZVPD

The total energy comes out at -7119.20370 hartree. Its total charge is +1. For the strongest force on any atom, the calculation gives 0.0301 Eh/bohr.

```
137
Properties=species:S:1:pos:R:3:forces:R:3:mulliken_charge:R:1
Ni -0.262 0.892 -0.470 0.0 0.1 0.8 1.08
C 1.252 4.178 -0.133 0.1 0.0 0.0 -1.67
N 2.393 3.454 0.361 -0.1 -0.1 0.2 0.99
C 2.959 2.615 -0.652 -0.2 0.1 -0.1 -1.77
P 2.050 0.987 -0.836 -0.1 -0.4 0.8 0.38
C 3.046 0.372 -2.227 -0.3 -0.1 -0.2 1.26
C 3.793 -0.803 -2.214 0.0 0.1 0.0 -0.12
C 4.507 -1.183 -3.339 0.0 0.0 0.0 -1.02
C 4.468 -0.409 -4.492 0.0 0.0 0.0 -0.82
C 3.709 0.752 -4.521 0.0 0.0 0.0 -0.85
C 3.002 1.141 -3.392 0.0 0.0 0.0 -0.58
C 2.676 0.284 0.740 0.1 0.1 0.0 2.17
C 1.828 0.161 1.839 0.1 0.1 0.0 0.34
C 2.320 -0.220 3.081 0.1 0.0 -0.1 -0.67
C 3.666 -0.507 3.238 -0.1 0.0 0.0 -1.07
C 4.524 -0.384 2.153 0.0 0.0 -0.1 -1.29
C 4.038 0.027 0.922 0.0 0.0 0.0 -1.12
C 3.160 3.954 1.442 0.0 0.0 -0.1 1.11
C 2.519 4.549 2.529 0.0 0.1 0.0 -0.06
C 3.248 5.046 3.598 0.0 0.0 0.0 -1.01
C 4.632 4.949 3.619 0.0 0.0 0.0 -0.63
C 5.274 4.356 2.544 0.0 0.0 0.0 -0.81
C 4.552 3.868 1.461 0.1 0.0 0.0 -0.38
P -0.299 3.163 -0.275 -0.1 0.2 -0.2 2.89
C -0.980 3.848 -1.811 -0.1 -0.1 0.0 0.14
C -1.104 5.225 -2.001 0.0 0.0 0.0 -0.18
C -1.582 5.722 -3.204 0.0 0.0 0.0 -0.84
C -1.917 4.852 -4.234 0.0 0.0 0.0 -0.70
C -1.773 3.482 -4.063 0.0 0.0 0.0 -0.78
C -1.313 2.982 -2.854 0.0 0.1 0.1 -0.48
C -1.266 3.777 1.138 -0.1 -0.2 0.1 0.55
C -2.409 4.561 1.017 0.1 0.1 0.0 -0.96
C -3.113 4.939 2.153 0.0 0.0 0.0 -0.78
C -2.688 4.531 3.411 0.0 0.0 0.0 -0.74
C -1.559 3.732 3.536 0.0 0.0 0.0 -1.10
C -0.856 3.348 2.402 0.0 0.0 0.0 -0.67
H 1.456 4.546 -1.146 0.0 0.1 0.0 0.44
H 1.040 5.039 0.497 0.0 0.0 0.0 0.80
H 3.954 2.283 -0.382 0.1 0.0 0.0 0.67
H 3.026 3.129 -1.618 0.0 0.0 0.0 0.73
H 3.807 -1.424 -1.332 0.0 0.0 0.0 0.34
H 5.090 -2.096 -3.318 0.0 0.0 0.0 0.47
H 5.020 -0.717 -5.371 0.0 0.0 0.0 0.39
H 3.655 1.347 -5.424 0.0 0.0 0.0 0.44
H 2.394 2.040 -3.430 0.0 0.0 0.0 0.21
H 0.769 0.365 1.741 -0.1 0.0 -0.1 -0.44
H 1.648 -0.292 3.926 0.0 0.0 0.0 0.51
H 4.049 -0.818 4.202 0.0 0.0 0.0 0.49
H 5.580 -0.596 2.269 0.0 0.0 0.0 0.54
H 4.733 0.158 0.101 0.0 0.0 0.0 0.44
H 1.439 4.621 2.551 0.0 0.0 0.0 0.21
H 2.723 5.508 4.425 0.0 0.0 0.0 0.42
H 5.200 5.334 4.456 0.0 0.0 0.0 0.41
H 6.354 4.283 2.528 0.0 0.0 0.0 0.42
H 5.098 3.446 0.628 0.0 0.0 0.0 0.42
H -0.830 5.915 -1.210 0.0 0.0 0.0 0.45
H -1.693 6.790 -3.339 0.0 0.0 0.0 0.47
H -2.286 5.245 -5.172 0.0 0.0 0.0 0.41
H -2.022 2.804 -4.870 0.0 0.0 0.0 0.51
H -1.209 1.911 -2.718 0.0 0.0 0.0 -0.30
H -2.767 4.857 0.039 0.0 0.0 0.0 0.49
H -4.003 5.549 2.053 0.0 0.0 0.0 0.47
H -3.242 4.828 4.292 0.0 0.0 0.0 0.44
H -1.229 3.402 4.513 0.0 0.0 0.0 0.53
H 0.009 2.698 2.498 0.0 0.0 0.0 0.92
C -6.624 2.107 1.787 0.0 0.0 0.0 -1.41
C -6.076 0.763 2.262 0.2 0.1 0.0 0.71
C -5.088 0.951 3.412 0.0 0.0 0.0 -1.19
C -5.456 -0.041 1.115 0.0 0.1 0.0 -1.32
N -4.150 0.475 0.695 -0.5 0.2 0.1 1.64
C -2.949 0.069 1.058 0.4 -0.3 0.5 -2.00
N -2.054 0.884 0.548 -0.2 0.9 -1.2 0.25
N -2.775 1.794 -0.180 -0.3 -0.3 0.3 0.29
N -4.024 1.559 -0.089 0.3 -0.1 0.0 -1.52
H -7.057 2.654 2.626 0.0 0.0 0.0 0.42
H -7.403 1.975 1.034 0.0 0.0 0.0 0.39
H -5.834 2.725 1.354 0.0 0.0 0.0 0.23
H -6.910 0.152 2.618 0.0 0.0 0.0 0.28
H -4.269 1.620 3.126 0.0 0.0 0.0 0.04
H -4.660 0.000 3.742 0.0 0.0 0.0 0.33
H -5.589 1.403 4.269 0.0 0.0 0.0 0.47
H -6.095 -0.022 0.234 0.0 -0.1 0.0 0.42
H -5.295 -1.077 1.405 0.1 0.0 0.0 0.38
H -2.755 -0.793 1.676 -0.1 0.1 -0.1 0.85
C 2.193 -5.303 4.540 0.0 0.1 0.0 -1.61
C 1.884 -4.475 3.320 0.0 0.0 0.0 0.63
C 2.635 -4.584 2.159 0.0 0.0 0.0 -1.07
C 2.323 -3.864 1.014 0.1 0.0 -0.1 1.35
C 3.240 -4.060 -0.180 0.0 0.0 0.1 -2.26
C 1.207 -3.008 1.000 -0.1 0.1 0.1 0.53
As 0.959 -2.050 -0.719 -0.1 -0.3 -0.3 0.69
N -0.535 -0.972 -0.642 0.1 -0.2 -0.2 0.75
C -1.795 -1.513 -0.945 0.2 0.1 -0.1 1.45
C -2.229 -2.740 -0.422 -0.1 0.0 0.2 0.29
C -3.511 -3.214 -0.662 0.0 0.0 0.0 -1.24
C -4.400 -2.501 -1.460 0.1 0.0 0.1 -0.99
C -3.966 -1.317 -2.036 0.1 0.1 0.0 -0.82
C -2.688 -0.835 -1.784 0.0 -0.1 -0.3 -0.71
C 0.330 -3.399 -2.050 0.0 -0.2 0.2 -0.15
C 0.244 -2.894 -3.359 0.0 0.0 -0.1 0.31
C 0.528 -1.463 -3.748 0.0 0.0 0.1 -1.71
C -0.095 -3.737 -4.413 0.0 0.0 -0.1 -1.04
C -0.343 -5.086 -4.232 0.0 0.0 -0.1 0.81
C -0.675 -5.992 -5.388 0.0 0.0 0.1 -1.62
C -0.282 -5.570 -2.936 0.0 0.0 0.1 -1.05
C 0.030 -4.764 -1.845 0.0 0.1 0.1 1.71
C -0.024 -5.478 -0.512 0.0 0.0 -0.1 -2.09
C 0.486 -2.825 2.192 0.0 -0.2 0.0 0.75
C -0.668 -1.863 2.384 0.1 -0.1 0.0 -1.33
C 0.832 -3.572 3.316 0.0 0.1 0.0 -0.96
H 3.076 -5.921 4.384 0.0 0.0 0.0 0.41
H 1.358 -5.965 4.778 0.0 0.0 0.0 0.33
H 2.367 -4.671 5.413 0.0 0.0 0.0 0.34
H 3.487 -5.258 2.138 0.0 0.0 0.0 0.34
H 3.477 -5.117 -0.305 0.0 0.0 0.0 0.52
H 4.185 -3.536 -0.011 0.0 0.0 0.0 0.43
H 2.827 -3.709 -1.123 0.0 0.0 0.0 0.18
H -1.556 -3.308 0.208 0.0 0.0 0.0 0.41
H -3.815 -4.159 -0.225 0.0 0.0 0.0 0.50
H -5.398 -2.876 -1.649 0.0 0.0 0.0 0.45
H -4.620 -0.771 -2.707 0.0 0.0 0.1 0.48
H -2.354 0.075 -2.269 0.0 0.0 0.0 0.16
H 0.438 -0.763 -2.920 0.0 0.0 0.0 -0.31
H -0.171 -1.152 -4.527 0.0 0.0 0.0 0.62
H 1.535 -1.382 -4.159 0.1 0.1 0.0 0.32
H -0.161 -3.316 -5.412 0.0 0.0 0.0 0.40
H -0.580 -5.468 -6.339 0.0 0.0 0.0 0.37
H -1.698 -6.367 -5.311 0.0 0.0 0.0 0.32
H -0.011 -6.857 -5.408 0.0 0.0 0.0 0.37
H -0.501 -6.618 -2.751 0.0 0.0 0.0 0.47
H -0.940 -6.069 -0.459 0.0 0.0 0.0 0.56
H -0.005 -4.818 0.340 0.0 0.1 0.1 0.09
H 0.812 -6.175 -0.413 0.0 0.0 0.0 0.51
H -0.820 -1.231 1.516 0.1 -0.1 0.0 -1.45
H -0.467 -1.230 3.253 -0.1 0.0 0.0 0.83
H -1.592 -2.414 2.588 0.0 0.0 0.0 0.88
H 0.253 -3.431 4.226 0.0 0.0 0.0 0.43
```
Forces are in eV/Å.